# 1
A cluster of 8 separate species, C28H46F2O14S2 in total at a distorted geometry, computed with ωB97M-V with the def2-TZVPD basis set.

XYZ file:
```
92
Properties=species:S:1:pos:R:3:mulliken_charge:R:1
F -4.462 -3.378 3.188 -0.2941
C -5.047 -3.750 4.295 0.1783
C -4.731 -3.095 5.413 -0.0701
C -5.337 -3.346 6.628 -0.6300
C -6.280 -4.366 6.635 -0.2569
C -6.702 -5.025 5.472 -0.5297
C -6.053 -4.712 4.280 -0.2234
H -3.917 -2.391 5.333 0.3718
H -4.961 -2.861 7.516 0.3652
H -6.812 -4.552 7.556 0.3289
H -7.498 -5.753 5.534 0.3714
H -6.207 -5.198 3.328 0.3880
F 5.439 -1.754 -6.026 -0.2904
C 4.794 -0.728 -5.638 0.2159
C 5.490 0.345 -5.023 -0.2677
C 4.821 1.408 -4.402 -0.5066
C 3.467 1.459 -4.587 -0.2895
C 2.698 0.495 -5.254 -0.5621
C 3.390 -0.601 -5.801 -0.2000
H 6.548 0.188 -4.876 0.3490
H 5.337 2.126 -3.782 0.3968
H 2.946 2.243 -4.058 0.3714
H 1.623 0.484 -5.359 0.3861
H 2.874 -1.344 -6.390 0.4000
C -1.015 5.067 5.213 -0.8254
S -2.106 3.761 5.955 0.4741
O -1.362 2.430 5.961 -0.6049
C -2.035 4.307 7.732 -0.9265
H -0.897 4.810 4.160 0.2927
H -0.074 5.012 5.761 0.2771
H -1.527 6.026 5.281 0.3450
H -2.424 5.290 7.997 0.3429
H -0.997 4.184 8.042 0.3091
H -2.525 3.504 8.285 0.3153
C -3.354 1.733 0.543 -0.8772
S -2.704 1.511 -1.128 0.4538
O -1.420 2.286 -1.309 -0.5606
C -2.200 -0.307 -0.861 -0.9514
H -3.722 2.733 0.774 0.3268
H -2.549 1.547 1.253 0.2706
H -4.207 1.059 0.623 0.3509
H -3.139 -0.852 -0.763 0.3450
H -1.584 -0.271 0.037 0.2911
H -1.468 -0.692 -1.570 0.3531
C -0.519 -10.952 0.437 -0.6389
O -0.074 -9.626 0.426 -0.2968
C -0.887 -8.562 0.251 0.8045
O -2.116 -8.580 -0.038 -0.6057
O -0.139 -7.494 0.501 -0.3067
C -0.727 -6.151 0.472 -0.5980
H -0.714 -11.368 -0.552 0.2770
H -1.415 -11.034 1.052 0.3027
H 0.235 -11.606 0.877 0.2419
H -1.515 -6.142 -0.282 0.2928
H 0.045 -5.397 0.319 0.2200
H -1.322 -6.044 1.379 0.3040
C 2.828 2.655 1.346 -0.6393
O 3.433 3.726 0.766 -0.2697
C 3.669 4.804 1.430 0.7674
O 3.115 5.030 2.484 -0.5748
O 4.463 5.587 0.649 -0.2741
C 4.772 6.868 1.143 -0.7109
H 1.767 2.907 1.339 0.2830
H 3.256 2.487 2.334 0.2975
H 2.880 1.711 0.804 0.2252
H 5.490 6.893 1.963 0.2988
H 3.946 7.500 1.470 0.3172
H 5.084 7.422 0.258 0.2783
C 3.041 -5.319 -3.721 -0.6409
O 1.928 -6.033 -4.172 -0.3236
C 0.670 -5.605 -3.896 0.8543
O 0.361 -4.476 -3.548 -0.5933
O -0.154 -6.583 -4.345 -0.3149
C -1.563 -6.239 -4.494 -0.6648
H 2.916 -4.246 -3.575 0.3266
H 3.822 -5.602 -4.426 0.2263
H 3.312 -5.734 -2.750 0.2780
H -2.181 -7.127 -4.361 0.2660
H -1.825 -5.875 -5.487 0.2942
H -1.897 -5.468 -3.800 0.2937
C 0.406 7.356 -1.529 -0.6426
O 1.234 8.403 -1.910 -0.2831
C 1.444 8.555 -3.186 0.8219
O 1.242 7.706 -4.103 -0.6109
O 1.905 9.741 -3.367 -0.3268
C 2.220 10.312 -4.674 -0.6600
H 0.912 6.427 -1.792 0.3000
H -0.579 7.389 -1.994 0.3081
H 0.167 7.356 -0.465 0.2286
H 2.404 11.386 -4.640 0.2622
H 1.470 10.200 -5.456 0.3054
H 3.082 9.810 -5.111 0.2969
```

Calculated values
Multiplicity: 1
E_LUMO: 0.382 eV
Gap between HOMO and LUMO: 0.338 hartree

=====

# 2
A structure of composition C28H46F6IrOP2 at a distorted geometry, computed with ωB97M-V with the def2-TZVPD basis set.

XYZ file:
```
84
Properties=species:S:1:pos:R:3:mulliken_charge:R:1
Ir 0.157 1.610 -2.952 0.2319
C 0.501 0.458 0.266 2.1044
C 1.632 0.933 -0.424 0.1789
C -0.229 2.271 -1.031 1.4041
C -0.631 1.212 -0.103 -0.2626
C 1.257 2.072 -1.249 0.3410
C 0.520 -0.579 1.340 -0.3079
H 1.421 -1.205 1.264 0.3681
H -0.379 -1.237 1.322 -0.6919
H 0.549 -0.100 2.335 0.3983
C -1.984 1.095 0.469 -1.8167
H -2.098 0.160 1.032 -0.2047
H -2.736 1.089 -0.332 0.3968
H -2.223 1.944 1.129 0.5757
C -0.868 3.609 -1.092 -1.3963
H -0.303 4.345 -0.508 0.2800
H -1.881 3.535 -0.690 0.4897
H -0.931 3.955 -2.130 0.0927
C 2.158 3.178 -1.655 -1.2640
H 1.997 4.083 -1.058 0.2460
H 1.950 3.416 -2.708 0.1406
H 3.205 2.874 -1.580 0.3587
C 3.025 0.540 -0.150 -2.1472
H 3.364 0.933 0.821 0.3513
H 3.680 0.944 -0.926 0.4921
H 3.152 -0.551 -0.120 0.3183
C -1.154 -3.342 -1.216 -0.8363
C 0.165 -3.315 -1.025 -1.0181
C 1.108 -2.485 -1.837 -0.0673
C 0.987 -2.685 -3.362 -1.7630
C 0.465 -1.440 -4.080 1.3777
C -0.639 -0.612 -3.412 -3.2482
C -1.463 -1.092 -2.270 1.3183
C -1.882 -2.575 -2.277 -0.9832
H 2.116 -2.788 -1.536 0.7260
H 0.409 -3.584 -3.605 0.5077
H 1.065 -1.415 -1.566 -0.6171
H -1.683 -3.003 -3.265 -0.1402
H -1.775 -3.986 -0.608 1.2631
H 0.617 -3.925 -0.232 0.3976
H -2.966 -2.667 -2.116 0.2138
H -0.961 -0.860 -1.315 -1.3824
H -1.289 -0.052 -4.124 1.3104
H -2.388 -0.485 -2.247 0.9343
H 2.003 -2.885 -3.741 0.6868
H 1.349 -0.780 -4.225 0.3273
P -0.148 -1.575 -5.757 1.3242
P 0.121 2.155 -4.974 1.0404
C -0.030 -0.089 -6.772 -0.9944
C -0.764 1.177 -6.272 -1.2081
H -0.466 -0.387 -7.742 0.4450
H 1.043 0.099 -6.947 0.5969
H -0.925 1.862 -7.123 0.6356
H -1.762 0.938 -5.870 0.4089
C -0.678 3.790 -5.087 -1.3827
H -0.259 4.432 -4.307 0.3505
H -1.752 3.671 -4.913 0.3916
H -0.510 4.234 -6.072 0.4889
C 1.821 2.382 -5.603 -1.5078
H 1.818 2.816 -6.609 0.4060
H 2.337 1.416 -5.616 0.4418
H 2.345 3.052 -4.911 0.4152
C -1.880 -2.113 -5.807 -1.4518
H -2.079 -2.916 -5.087 0.4388
H -2.043 -2.520 -6.816 0.5519
H -2.574 -1.280 -5.635 0.3633
C 0.746 -2.918 -6.541 -1.3752
H 1.552 -2.501 -7.158 0.4351
H 0.031 -3.464 -7.171 0.4389
H 1.160 -3.597 -5.785 0.3838
C -3.130 -2.523 3.274 -1.8700
C -3.005 -2.822 1.785 0.6360
O -2.074 -2.171 1.149 -0.3586
C -2.850 -4.429 1.687 0.6054
F -3.555 -5.074 2.661 -0.2708
F -3.255 -4.978 0.497 -0.2348
F -1.539 -4.765 1.854 -0.2488
C -4.430 -2.470 1.121 0.7887
F -5.447 -3.222 1.653 -0.2700
F -4.730 -1.162 1.375 -0.2544
F -4.467 -2.632 -0.224 -0.1695
H -2.202 -2.851 3.756 0.4615
H -3.992 -3.020 3.728 0.4276
H -3.203 -1.440 3.399 0.4365
```

Calculated values
Multiplicity: 5
Charge: +1
Relative energy (zero: lowest compared OMol25 entry of this formula, charge and spin): 0.00 kcal per mole
Expectation value of S²: 6.04
E_LUMO (alpha / beta): -2.093 / -5.189 eV
Gap between HOMO and LUMO (alpha / beta): 0.226 / 0.167 hartree

=====

# 3
A cluster of 2 separate species, C28H46N2O3Si in total, computed with ωB97M-V with the def2-TZVPD basis set.

XYZ file:
```
80
Properties=species:S:1:pos:R:3:mulliken_charge:R:1
C 1.954 -0.910 2.953 -1.0683
C 0.482 -1.316 2.911 -0.5316
N -0.220 -0.891 1.673 0.8174
C -1.327 -0.067 1.844 0.3526
C -1.275 1.182 2.296 0.4880
C -0.009 1.900 2.647 0.0794
C 0.042 3.281 2.013 -1.0567
C 1.431 3.938 2.144 -0.3907
C 2.029 4.293 0.777 -1.2481
C 2.747 3.106 0.080 -0.5418
C 1.879 2.254 -0.871 0.1411
C 2.709 1.581 -1.991 -1.0443
C 3.030 0.079 -1.740 -0.5137
Si 1.888 -1.166 -2.600 -0.2150
C 2.856 -1.993 -3.979 -1.2286
C 0.326 -0.374 -3.284 -1.1975
C 1.334 -2.431 -1.308 0.6399
C 0.048 -2.988 -1.343 -0.4329
C -0.379 -3.917 -0.387 -0.5928
C 0.502 -4.304 0.629 -0.4678
C 1.794 -3.768 0.681 -0.6822
C 2.203 -2.844 -0.284 -0.2834
C -2.563 1.907 2.441 -0.2922
O -2.768 2.672 3.348 -0.6050
C -3.585 1.592 1.421 -0.7139
C -3.659 0.353 0.946 0.2617
C -4.661 -0.009 -0.132 -0.8111
C -4.714 -1.476 -0.574 -1.2848
C -3.859 -1.801 -1.800 0.4636
C -4.288 -1.089 -3.067 -0.8065
N -3.422 -1.376 -4.225 -0.6562
C -2.688 -0.617 1.527 0.0737
O -2.950 -1.762 1.792 -0.6004
H 2.404 -0.945 1.966 0.0247
H 2.106 0.065 3.402 0.3406
H 2.495 -1.630 3.567 0.3876
H 0.414 -2.393 3.015 0.6007
H -0.020 -0.893 3.776 0.4112
H -0.504 -1.724 1.177 -0.3255
H 0.801 1.339 2.187 -0.3050
H 0.151 1.961 3.721 0.4170
H -0.707 3.950 2.420 0.4559
H -0.182 3.150 0.953 0.5418
H 2.111 3.268 2.658 -0.0945
H 1.329 4.861 2.709 0.5392
H 2.759 5.091 0.905 0.4026
H 1.241 4.685 0.137 0.4854
H 3.100 2.454 0.877 0.1911
H 3.633 3.467 -0.439 0.6333
H 1.112 2.890 -1.308 0.5631
H 1.375 1.491 -0.278 -0.5365
H 3.637 2.132 -2.109 0.4240
H 2.142 1.689 -2.913 0.2713
H 2.985 -0.092 -0.666 0.2767
H 4.057 -0.138 -2.037 0.4834
H 3.328 -1.241 -4.605 0.3615
H 3.600 -2.651 -3.536 0.3534
H 2.204 -2.607 -4.597 0.3525
H -0.156 -1.116 -3.917 0.3006
H -0.368 -0.113 -2.487 0.3228
H 0.521 0.509 -3.884 0.5528
H -0.642 -2.703 -2.124 0.3672
H -1.377 -4.325 -0.426 0.4416
H 0.175 -5.021 1.369 0.3805
H 2.464 -4.069 1.473 0.4119
H 3.205 -2.439 -0.235 0.4348
H -4.248 2.364 1.059 0.5156
H -4.414 0.613 -0.988 0.3112
H -5.657 0.299 0.170 0.3862
H -4.477 -2.154 0.235 0.4613
H -5.743 -1.695 -0.860 0.5217
H -3.993 -2.869 -1.986 0.4506
H -2.804 -1.627 -1.591 -0.3654
H -4.291 -0.008 -2.954 0.3992
H -5.305 -1.368 -3.338 0.2636
H -3.053 -2.315 -4.154 0.2939
H -2.647 -0.730 -4.238 0.2696
O 3.853 2.309 4.246 -0.5757
H 4.163 3.204 4.076 0.2833
H 4.335 2.035 5.033 0.2653
```

Calculated values
Multiplicity: 1
E_LUMO: -0.395 eV
Gap between HOMO and LUMO: 0.298 hartree